Formula: C18H51BF4NO8
Source: the Open Molecules 2025 dataset
Level of theory: ωB97M-V with the def2-TZVPD basis set

Charge: -1
Max |F|, eV/A: 8.64
Gap between HOMO and LUMO, Eh: 0.3603
Relative energy (zero: lowest compared OMol25 entry of this formula, charge and spin), kJ/mol: 88.3
Total energy, eV: -48908.014

Atoms and positions in Å:
F1 -33.266 24.310 84.128
F2 -35.380 25.015 84.394
F3 -34.968 23.042 83.227
F4 -34.635 23.208 85.498
O1 -31.721 19.624 87.215
O2 -37.847 25.876 84.974
O3 -30.999 22.675 83.535
O4 -33.408 21.373 81.146
O5 -37.395 21.662 84.122
O6 -34.069 27.830 81.424
O7 -31.889 26.058 85.609
O8 -36.025 22.806 87.749
N1 -36.074 24.710 79.553
C1 -32.435 20.672 86.415
C2 -31.921 28.296 86.350
C3 -38.398 25.667 86.312
C4 -33.883 20.208 86.438
C5 -32.923 22.059 78.853
C6 -35.358 23.225 88.862
C7 -37.393 23.682 81.650
C8 -38.425 19.660 84.679
C9 -33.155 22.524 80.311
C10 -37.861 26.875 87.180
C11 -33.597 26.659 81.997
C12 -29.976 23.187 84.435
C13 -28.643 22.457 84.018
C14 -32.095 26.447 81.608
C15 -32.583 27.253 85.556
C16 -35.791 24.644 89.239
C17 -36.620 24.340 80.476
C18 -37.206 20.473 84.889
B1 -34.475 23.906 84.350
H1 -36.864 24.919 89.378
H2 -32.595 27.765 84.648
H3 -37.622 24.493 82.531
H4 -38.363 26.784 88.040
H5 -34.433 20.400 87.487
H6 -39.334 20.030 84.402
H7 -35.616 23.189 87.038
H8 -34.236 23.137 88.670
H9 -32.290 29.340 86.186
H10 -34.380 20.773 85.683
H11 -33.779 21.770 81.803
H12 -36.531 22.190 84.293
H13 -31.867 26.662 80.486
H14 -28.440 22.814 83.138
H15 -36.108 20.126 84.662
H16 -33.703 21.512 78.652
H17 -29.705 24.153 84.324
H18 -31.945 23.137 83.651
H19 -27.706 22.841 84.756
H20 -33.857 26.735 83.031
H21 -30.841 19.910 86.735
H22 -32.813 22.992 78.319
H23 -32.034 20.780 85.334
H24 -32.030 21.751 86.904
H25 -34.167 25.737 81.811
H26 -36.780 26.803 87.193
H27 -35.749 22.768 89.686
H28 -32.234 23.075 80.754
H29 -36.966 22.775 81.866
H30 -30.408 23.138 85.505
H31 -38.420 19.159 85.604
H32 -34.989 27.745 81.610
H33 -36.995 20.612 85.854
H34 -35.333 25.284 88.431
H35 -34.029 19.137 86.234
H36 -32.159 25.369 85.161
H37 -38.275 23.327 81.079
H38 -35.305 24.998 90.197
H39 -33.900 23.210 80.486
H40 -28.887 21.429 84.126
H41 -31.367 27.207 82.103
H42 -39.556 25.533 86.113
H43 -38.219 27.720 86.674
H44 -36.832 25.836 84.862
H45 -31.702 25.384 81.997
H46 -31.949 21.348 79.012
H47 -31.964 28.124 87.374
H48 -38.123 24.653 86.697
H49 -38.119 18.995 83.919
H50 -33.577 26.836 85.843
H51 -30.965 28.499 85.877